A) C10H16O | wB97M-V/def2-TZVPD

```
27
Properties=species:S:1:pos:R:3
C 2.96793 0.45000 -0.03170
C 1.80032 -0.20401 -0.77942
C 0.80818 -0.81358 0.19177
C 0.08904 -0.08800 1.16530
C -0.91114 -0.67407 1.90055
C -1.25809 -1.99473 1.60358
O -2.30996 -2.63483 2.20965
C -0.43179 -2.81915 0.87222
C 0.47996 -2.14563 0.02984
H 3.59015 1.15931 -0.63170
H 3.64997 -0.16837 0.54958
H 2.65690 0.96851 0.91262
H 1.23056 0.56269 -1.29575
H 2.20551 -0.91711 -1.51010
H 0.37627 0.94051 1.34282
H -1.42216 -0.19903 2.72600
H -2.55677 -2.35369 3.09932
H -0.44105 -3.88515 0.91683
H 0.89781 -2.75241 -0.77063
C -1.64866 1.48247 -1.53004
C -1.15396 2.96256 -1.59088
H -2.58377 1.29958 -2.05413
H -0.88057 0.76828 -1.88571
H -1.99963 1.26437 -0.52409
H -0.85939 3.14176 -2.60022
H -0.24747 3.14669 -0.99624
H -2.04820 3.50302 -1.31948
```

The HOMO-LUMO gap is 9.28 eV. Its spin multiplicity is 1. The calculation puts the molar mass at 152.24 g/mol. The HOMO energy comes out at -8.4 eV.

These are the Löwdin partial charges, in e, on atoms 1 to 6:
1 C -0.115
2 C -0.199
3 C -0.252
4 C -0.056
5 C -0.022
6 C -0.327


B) C10H16O | wB97M-V/def2-TZVPD

```
27
Properties=species:S:1:pos:R:3
C -1.45101 1.40961 -3.08766
C -1.45225 0.76949 -1.71225
C -0.56538 1.27970 -0.74927
C -0.83015 1.06990 0.59525
C -1.94561 0.33551 0.96614
O -2.35184 0.14648 2.26981
C -2.83029 -0.16598 0.01989
C -2.53924 -0.01387 -1.32867
H -1.59654 0.70585 -3.90039
H -0.52399 1.92185 -3.33235
H -2.27815 2.12427 -3.04246
H 0.32672 1.80264 -1.05789
H -0.12875 1.32439 1.37980
H -2.00064 0.82577 2.85339
H -3.68493 -0.72384 0.37620
H -3.14842 -0.32961 -2.16573
C 2.83502 -1.32120 -0.17410
C 2.27135 -1.64965 1.21007
C 2.22285 -0.51864 2.22051
H 2.05028 -1.23880 -0.92785
H 3.67197 -1.94396 -0.48475
H 3.29111 -0.32117 -0.25184
H 1.28882 -2.08420 1.05319
H 2.79015 -2.53904 1.59724
H 3.16657 -0.00830 2.42128
H 1.36519 0.11957 2.04738
H 2.04717 -0.97677 3.20504
```

The HOMO-LUMO gap is 9.24 eV. Its spin multiplicity is 1. The calculation puts the molar mass at 152.24 g/mol. The HOMO energy comes out at -8.4 eV.

These are the Löwdin partial charges, in e, on atoms 1 to 6:
1 C -0.060
2 C -0.286
3 C -0.044
4 C -0.035
5 C -0.321
6 O 0.033


C) C10H16O | wB97M-V/def2-TZVPD

```
27
Properties=species:S:1:pos:R:3
C -1.44146 -1.76409 2.78073
C -1.48332 -1.03439 1.45656
C -0.20467 -0.13827 1.25214
C -0.38832 1.24659 1.38567
C 0.64418 2.24154 1.09395
C 1.72977 1.64522 0.61808
O 2.83906 2.32894 0.13573
C 1.98784 0.27595 0.67061
C 1.02193 -0.60496 0.85062
H -1.09167 -1.04832 3.58808
H -0.93850 -2.71188 2.92772
H -2.51560 -1.90155 3.16271
H -1.48731 -1.79342 0.57293
H -2.45061 -0.53039 1.47662
H -1.36531 1.76870 1.63186
H 0.38504 3.29716 1.12602
H 2.75709 3.31752 0.25115
H 3.00938 -0.08656 0.44321
H 1.11847 -1.70900 0.63824
C 0.25715 -0.57478 -3.80312
C -0.67738 -0.18613 -2.67461
H 1.13781 -1.05862 -3.60401
H -0.18922 -1.15782 -4.48366
H 0.38541 0.39201 -4.38451
H -1.52884 0.44679 -3.11626
H -0.17069 0.42905 -1.84943
H -1.34022 -1.08929 -2.14702
```

The HOMO-LUMO gap is 9.31 eV. Its spin multiplicity is 1. The calculation puts the molar mass at 152.24 g/mol. The HOMO energy comes out at -8.5 eV.

These are the Löwdin partial charges, in e, on atoms 1 to 6:
1 C -0.142
2 C -0.219
3 C -0.253
4 C -0.023
5 C -0.015
6 C -0.355


D) C10H16O | wB97M-V/def2-TZVPD

```
27
Properties=species:S:1:pos:R:3
C -1.28013 2.82924 0.78540
C -0.66728 1.47348 1.16586
C -0.38078 0.72078 -0.11060
C -1.38070 -0.08869 -0.67194
C -1.23970 -0.57879 -1.95669
C 0.05041 -0.50632 -2.54030
O 0.26954 -1.31544 -3.64237
C 1.10789 0.14291 -1.94297
C 0.84073 0.82710 -0.74765
H -2.10582 2.67473 0.06917
H -0.58547 3.52884 0.33524
H -1.90374 3.30447 1.55492
H 0.19868 1.76366 1.76448
H -1.32266 0.83389 1.75902
H -2.26121 -0.17944 -0.04572
H -2.07916 -1.05634 -2.44104
H -0.58950 -1.59796 -3.95075
H 2.12088 0.16683 -2.31415
H 1.60648 1.43773 -0.28460
C 1.81566 -1.47378 1.93237
C 0.51706 -2.12953 1.38089
H 1.50476 -0.85079 2.77000
H 2.61862 -2.12810 2.27838
H 2.33119 -0.87566 1.17935
H 0.50932 -3.17059 1.71289
H 0.57710 -2.30227 0.30360
H -0.27215 -1.44997 1.65721
```

The HOMO-LUMO gap is 9.22 eV. Its spin multiplicity is 1. The calculation puts the molar mass at 152.24 g/mol. The HOMO energy comes out at -8.3 eV.

These are the Löwdin partial charges, in e, on atoms 1 to 6:
1 C -0.103
2 C -0.214
3 C -0.292
4 C -0.052
5 C -0.011
6 C -0.303


Which of them is least stable? Easy: C).


A) C10H16O | wB97M-V/def2-TZVPD

```
27
Properties=species:S:1:pos:R:3
C 0.66391 1.30868 3.40464
C 0.34816 0.11735 2.47279
C 0.58110 0.39088 1.00151
C -0.36570 1.11277 0.25131
C -0.15022 1.13286 -1.10474
C 0.88085 0.38751 -1.69919
O 0.76422 0.26498 -3.08116
C 1.90432 -0.16668 -0.97488
C 1.71720 -0.12326 0.42000
H 1.12781 1.02948 4.34520
H -0.27651 1.80846 3.67282
H 1.10485 2.13724 2.84778
H 0.85907 -0.79846 2.75807
H -0.71879 -0.08044 2.60295
H -1.13371 1.75128 0.66448
H -0.57845 1.76484 -1.87396
H 0.96256 -0.66725 -3.24851
H 2.78318 -0.63075 -1.39838
H 2.45026 -0.47704 1.13523
C -2.97717 -2.10450 -1.02784
C -2.08376 -1.51799 0.03549
H -4.03036 -2.18178 -0.76665
H -2.93191 -1.63121 -1.99854
H -2.67694 -3.07996 -1.41600
H -1.70540 -0.54346 -0.28433
H -1.18525 -2.07894 0.29871
H -2.53583 -1.25442 0.99463
```

The HOMO-LUMO gap is 9.37 eV. Its spin multiplicity is 1. The calculation puts the molar mass at 152.24 g/mol. The HOMO energy comes out at -8.5 eV.

These are the Löwdin partial charges, in e, on atoms 1 to 6:
1 C -0.091
2 C -0.207
3 C -0.270
4 C -0.058
5 C -0.035
6 C -0.322


B) C10H16O | wB97M-V/def2-TZVPD

```
27
Properties=species:S:1:pos:R:3
C 1.45809 0.00711 -3.09283
C 0.70794 1.14619 -2.36386
C 0.92956 1.05946 -0.87169
C 2.09815 1.44735 -0.25594
C 2.23584 1.34550 1.13056
C 1.19674 0.88235 1.89403
O 1.30649 0.99458 3.24946
C -0.03517 0.54853 1.29734
C -0.11440 0.55298 -0.07138
H 1.38719 -0.93862 -2.54430
H 2.49344 0.30294 -3.26016
H 1.05015 -0.22113 -4.07374
H 1.02318 2.08815 -2.81074
H -0.34742 1.03897 -2.53939
H 2.96566 1.75708 -0.82619
H 3.13141 1.67303 1.64105
H 0.76408 0.35805 3.71817
H -0.83326 0.14927 1.89826
H -0.89988 0.08753 -0.66101
C -2.02934 -2.34260 1.23517
C -3.01413 -1.23211 0.97162
H -1.23424 -2.20061 1.94890
H -2.63145 -3.18328 1.56213
H -1.54350 -2.72553 0.33201
H -3.48933 -1.23676 -0.02237
H -2.71319 -0.17995 0.85292
H -3.86261 -1.17845 1.66197
```

The HOMO-LUMO gap is 9.22 eV. Its spin multiplicity is 1. The calculation puts the molar mass at 152.24 g/mol. The HOMO energy comes out at -8.4 eV.

These are the Löwdin partial charges, in e, on atoms 1 to 6:
1 C -0.097
2 C -0.203
3 C -0.252
4 C -0.033
5 C -0.017
6 C -0.324


C) C10H16O | wB97M-V/def2-TZVPD

```
27
Properties=species:S:1:pos:R:3
C -0.06667 2.61683 1.98319
C 0.60167 1.34349 1.48594
C 0.27283 0.11609 2.20471
C 0.74571 -1.09439 1.72046
C 1.71221 -1.01801 0.62583
O 2.26150 -2.17451 -0.04500
C 2.07267 0.17791 0.04916
C 1.43129 1.38997 0.35948
H -0.93623 2.57136 2.56694
H -0.17695 3.46772 1.15375
H 0.71327 3.06668 2.45920
H -0.50200 0.09991 2.93637
H 0.18436 -1.99538 1.95707
H 2.39000 -3.05449 0.51592
H 2.81377 0.22575 -0.76713
H 1.48955 2.34342 -0.08002
C -0.50403 0.02164 -2.57810
C -1.37837 -0.47182 -1.31489
C -2.20044 -1.71544 -1.36088
H 0.34581 0.65065 -2.21645
H -0.27669 -0.82475 -3.18035
H -1.13558 0.59740 -3.15277
H -2.00096 0.36689 -0.88976
H -0.62297 -0.61693 -0.52595
H -2.06649 -2.23585 -0.42669
H -1.96418 -2.33458 -2.16235
H -3.20305 -1.51954 -1.31771
```

The HOMO-LUMO gap is 9.15 eV. Its spin multiplicity is 1. The calculation puts the molar mass at 152.24 g/mol. The HOMO energy comes out at -8.3 eV.

These are the Löwdin partial charges, in e, on atoms 1 to 6:
1 C -0.060
2 C -0.252
3 C -0.040
4 C -0.030
5 C -0.279
6 O -0.058


Which of them is least stable? Easy: C).


A) C10H16O | wB97M-V/def2-TZVPD

```
27
Properties=species:S:1:pos:R:3
C 0.62617 0.96803 2.34169
C -0.64361 0.10762 1.80575
C -1.11167 0.64913 0.47082
C -0.91774 -0.15503 -0.65430
C -1.90616 -0.00607 -1.64950
C -2.84705 1.02007 -1.58335
O -3.88576 1.20019 -2.42553
C -2.56252 2.02682 -0.65150
C -1.71661 1.90311 0.46762
H 0.47469 1.40840 3.31604
H 0.86135 1.77462 1.64297
H 1.49947 0.33040 2.23998
H -0.09520 -0.82448 1.63822
H -1.32888 0.04646 2.64631
H -0.15333 -0.91075 -0.63116
H -1.99918 -0.85358 -2.32871
H -3.84806 0.66659 -3.22405
H -2.95987 3.01743 -0.78954
H -1.69430 2.62544 1.26616
C 2.47675 -2.38050 -0.87315
C 3.49713 -1.39142 -0.11251
H 2.14864 -1.80460 -1.73687
H 3.14122 -3.08246 -1.38823
H 1.78541 -2.61051 -0.06887
H 3.15220 -1.26147 0.90577
H 3.61861 -0.48353 -0.69934
H 4.38831 -1.97992 0.07527
```

The HOMO-LUMO gap is 8.84 eV. Its spin multiplicity is 1. The calculation puts the molar mass at 152.24 g/mol. The HOMO energy comes out at -8.0 eV.

These are the Löwdin partial charges, in e, on atoms 1 to 6:
1 C -0.080
2 C -0.159
3 C -0.284
4 C -0.021
5 C -0.017
6 C -0.339


B) C10H16O | wB97M-V/def2-TZVPD

```
27
Properties=species:S:1:pos:R:3
C 1.31652 -2.97696 -1.20468
C 0.30368 -1.82518 -1.27001
C 0.60603 -0.71849 -0.29013
C 1.60675 0.19007 -0.62386
C 1.93947 1.24108 0.21824
C 1.24859 1.40680 1.40772
O 1.37165 2.52784 2.19271
C 0.28519 0.47580 1.76922
C -0.04193 -0.57068 0.93441
H 1.95452 -2.94167 -0.32439
H 1.97510 -3.01839 -2.07993
H 0.82350 -3.95410 -1.22155
H 0.18588 -1.42608 -2.27172
H -0.69878 -2.24684 -1.10567
H 2.16403 0.04866 -1.54102
H 2.82531 1.80216 -0.05381
H 2.07607 3.08432 1.82622
H -0.22818 0.54399 2.72148
H -0.78321 -1.33023 1.16046
C -2.77544 0.27751 -1.09569
C -4.31956 0.40661 -1.15345
H -2.40361 1.22507 -1.46881
H -2.40286 0.02880 -0.11069
H -2.49007 -0.54558 -1.74373
H -4.84328 -0.39414 -0.64312
H -4.62805 0.44126 -2.20032
H -4.62148 1.31816 -0.64537
```

The HOMO-LUMO gap is 9.24 eV. Its spin multiplicity is 1. The calculation puts the molar mass at 152.24 g/mol. The HOMO energy comes out at -8.4 eV.

These are the Löwdin partial charges, in e, on atoms 1 to 6:
1 C -0.096
2 C -0.222
3 C -0.263
4 C -0.040
5 C -0.026
6 C -0.319


C) C10H16O | wB97M-V/def2-TZVPD

```
27
Properties=species:S:1:pos:R:3
C 0.42567 -0.86730 3.47042
C -0.61907 -1.01462 2.39947
C -1.93375 -0.58909 2.53462
C -2.85360 -0.75392 1.52311
C -2.46862 -1.29094 0.29401
O -3.36970 -1.46492 -0.71273
C -1.14631 -1.63318 0.10987
C -0.25268 -1.52313 1.16046
H -0.01632 -0.73229 4.45992
H 1.12806 -0.06077 3.27849
H 1.05191 -1.75131 3.48046
H -2.25184 -0.14088 3.46468
H -3.86287 -0.39702 1.61877
H -4.15865 -0.93199 -0.55406
H -0.84968 -2.03703 -0.85046
H 0.76376 -1.85193 0.98173
C 3.11866 1.84313 -2.03821
C 1.60552 1.41971 -1.89105
C 0.82601 1.41870 -3.18198
H 3.37223 1.63372 -3.08545
H 3.24778 2.83980 -1.63819
H 3.75234 1.08306 -1.56939
H 1.17305 2.07246 -1.15902
H 1.68040 0.40502 -1.50520
H 0.91862 2.35908 -3.74242
H -0.24623 1.35365 -2.94698
H 0.96530 0.61198 -3.90087
```

The HOMO-LUMO gap is 9.24 eV. Its spin multiplicity is 1. The calculation puts the molar mass at 152.24 g/mol. The HOMO energy comes out at -8.4 eV.

These are the Löwdin partial charges, in e, on atoms 1 to 6:
1 C -0.057
2 C -0.287
3 C -0.051
4 C -0.027
5 C -0.333
6 O 0.047


D) C10H16O | wB97M-V/def2-TZVPD

```
27
Properties=species:S:1:pos:R:3
C -2.91672 -0.03976 -0.00538
C -1.59447 -0.57966 0.48209
C -1.46792 -1.94040 0.76514
C -0.22387 -2.48170 1.06929
C 0.91952 -1.72037 0.98629
O 2.19965 -2.16386 1.38967
C 0.83004 -0.33622 0.81272
C -0.42767 0.18654 0.57599
H -3.62359 -0.84461 -0.12338
H -2.82076 0.66809 -0.80896
H -3.45580 0.58172 0.72987
H -2.29355 -2.63262 0.57766
H -0.12232 -3.57024 1.25447
H 2.67355 -1.32185 1.49928
H 1.66761 0.36773 0.82155
H -0.56813 1.23043 0.33395
C 1.51576 2.73261 -0.59885
C 0.42387 2.91854 -1.64718
C 0.31994 1.83829 -2.71761
H 2.03390 1.76021 -0.66190
H 1.03927 2.66806 0.39132
H 2.43892 3.34155 -0.79703
H -0.56978 3.23571 -1.32251
H 0.72656 3.84893 -2.22685
H 0.61208 2.08577 -3.75442
H 1.09515 1.06870 -2.58634
H -0.65883 1.34031 -2.66719
```

The HOMO-LUMO gap is 9.37 eV. Its spin multiplicity is 1. The calculation puts the molar mass at 152.24 g/mol. The HOMO energy comes out at -8.5 eV.

These are the Löwdin partial charges, in e, on atoms 1 to 6:
1 C -0.050
2 C -0.266
3 C -0.048
4 C -0.029
5 C -0.286
6 O 0.015


Which of them is least stable? Easy: A).


A) C2H10N2O3 | wB97M-V/def2-TZVPD

```
17
Properties=species:S:1:pos:R:3
N 1.13377 -1.39181 1.76775
C 1.42868 -0.99752 0.48106
C 0.29449 -1.05743 -0.58521
N -0.79495 -0.17434 -0.42171
O 0.45028 -1.81958 -1.52701
H 0.82244 -2.32689 1.96421
H 1.90584 -1.12020 2.31097
H 1.62188 0.06704 0.45394
H 2.15575 -1.59828 -0.05385
H -0.74279 0.81215 -0.28646
H -1.68211 -0.63561 -0.67310
H 0.62017 4.62700 0.25296
H 1.19207 6.08799 0.12007
O 1.44125 5.16321 0.18117
H -2.81764 -2.38041 -1.68248
H -3.82966 -1.30060 -1.31838
O -3.19948 -1.95471 -0.98393
```

The HOMO-LUMO gap (spin up / spin down) is 10.10 / 4.53 eV. Its spin multiplicity is 2. The calculation puts the molar mass at 110.11 g/mol. The expectation value of S² is 0.76. The HOMO energy (spin up / spin down) comes out at -13.9 / -13.9 eV. The charge is +1.

These are the Löwdin partial charges, in e, on atoms 1 to 6:
1 N 0.294
2 C -0.102
3 C -0.404
4 N 0.175
5 O 0.154
6 H 0.160


B) C2H10N2O3 | wB97M-V/def2-TZVPD

```
17
Properties=species:S:1:pos:R:3
N -0.77691 0.66381 1.43430
C -0.97168 -0.79137 1.15749
C -0.74645 -1.05879 -0.31315
N -1.46091 -0.35569 -1.17167
O 0.00784 -1.96577 -0.70351
H -0.26483 0.71684 2.31343
H -0.02998 0.96107 0.79879
H -0.24628 -1.31631 1.77540
H -1.96580 -1.11770 1.47319
H -1.58260 0.64993 -1.07618
H -1.48846 -0.54443 -2.17385
H 0.79607 3.00513 -1.47130
H 1.35434 1.55742 -1.16189
O 1.07142 2.18230 -1.85029
H 1.45650 -1.17913 0.09721
H 2.85436 -0.91033 0.38105
O 1.99337 -0.49699 0.49099
```

The HOMO-LUMO gap (spin up / spin down) is 10.85 / 5.18 eV. Its spin multiplicity is 2. The calculation puts the molar mass at 110.11 g/mol. The expectation value of S² is 0.76. The HOMO energy (spin up / spin down) comes out at -15.1 / -15.1 eV. The charge is +1.

These are the Löwdin partial charges, in e, on atoms 1 to 6:
1 N 0.205
2 C -0.074
3 C -0.467
4 N 0.254
5 O 0.210
6 H 0.130


C) C2H10N2O3 | wB97M-V/def2-TZVPD

```
17
Properties=species:S:1:pos:R:3
O 2.72198 1.99744 -0.41020
C 1.53577 2.27146 -0.31717
N 0.60461 1.27719 -0.42149
C 0.95314 -0.08476 0.10621
N 0.39235 -0.16427 1.44977
H 1.18601 3.29265 -0.16924
H -0.37793 1.43015 -0.18773
H 2.03458 -0.12866 0.20633
H 0.55737 -0.87194 -0.53162
H 0.95498 0.42955 2.05333
H -0.60747 -0.03662 1.59143
H -2.69397 -2.03390 -0.68723
H -3.73213 -1.01350 -1.19736
O -3.43537 -1.91828 -1.29887
H -1.78509 -2.78778 1.25434
H -0.80463 -1.63516 1.03516
O -1.35540 -2.26829 0.57217
```

The HOMO-LUMO gap (spin up / spin down) is 9.51 / 3.93 eV. Its spin multiplicity is 2. The calculation puts the molar mass at 110.11 g/mol. The expectation value of S² is 0.77. The HOMO energy (spin up / spin down) comes out at -13.7 / -13.7 eV. The charge is +1.

These are the Löwdin partial charges, in e, on atoms 1 to 6:
1 O 0.163
2 C -0.227
3 N 0.197
4 C -0.150
5 N 0.164
6 H 0.158


Which of them is least stable? Easy: C).